Below is C26H33N3O6 in the gas phase, with properties calculated with wB97M-V/def2-TZVPD.

XYZ file:
```
68
C26H33N3O6 (wB97M-V/def2-TZVPD)
C -5.40374 -0.81133 -1.63120
H -4.43350 -1.24691 -1.40545
H -6.16672 -1.55671 -1.42031
H -5.43948 -0.56409 -2.68874
C -5.66751 0.44077 -0.79849
N -4.84499 1.55594 -1.22530
C -3.41855 1.35696 -1.12567
H -3.12541 0.64699 -1.90710
C -2.88156 0.83409 0.22578
N -1.44489 0.86859 0.26089
C -0.74491 1.65557 1.10557
O -1.22385 2.45449 1.88357
C 0.73070 1.34044 0.88846
O 1.65365 1.91333 1.43256
C 0.76680 0.28256 -0.09985
C 1.84846 -0.28432 -0.69184
C 3.22307 -0.08487 -0.27336
C 3.71901 -0.12022 1.03009
N 5.04537 0.08473 0.96561
C 5.44288 0.26443 -0.33721
C 4.32188 0.14529 -1.14367
C 4.29136 0.28718 -2.62601
H 3.34900 0.71866 -2.95771
H 5.11234 0.92500 -2.94269
H 4.43088 -0.67886 -3.11560
C 6.81731 0.54806 -0.69593
O 7.24290 0.69986 -1.81719
O 7.60476 0.62527 0.40679
C 8.97010 0.91875 0.16098
H 9.40294 0.17679 -0.51331
H 9.06995 1.90603 -0.29469
H 9.46591 0.89360 1.12807
H 5.67425 0.14194 1.75029
C 3.03113 -0.39686 2.30921
H 3.67631 -0.96039 2.98106
H 2.11080 -0.94447 2.12802
H 2.75929 0.54764 2.78385
O 1.63478 -1.09147 -1.75942
H 2.48153 -1.40858 -2.10048
C -0.64282 -0.03710 -0.53298
C -1.02828 -1.47693 -0.28338
C -1.50388 -2.27086 -1.31126
C -1.90732 -3.57582 -1.07985
C -1.84056 -4.08934 0.20062
C -1.36524 -3.31325 1.24496
C -0.95131 -2.00681 1.01503
O -0.46019 -1.17565 1.97604
C -0.51506 -1.57661 3.32352
H -0.16800 -0.71676 3.89441
H -1.53689 -1.82316 3.62708
H 0.14010 -2.43249 3.51885
H -1.31953 -3.73559 2.23639
H -2.15884 -5.10203 0.39823
H -2.27731 -4.18082 -1.89298
H -1.55750 -1.85964 -2.30854
H -0.77322 0.17508 -1.60383
H -3.22045 -0.19390 0.39290
H -3.22470 1.46285 1.04885
H -2.93225 2.31122 -1.34119
C -5.33656 2.86169 -0.83735
C -5.28176 3.22749 0.65081
H -5.80344 4.16855 0.80818
H -5.76690 2.46357 1.25406
H -4.25671 3.35039 0.98973
H -6.37635 2.91783 -1.17601
H -4.76649 3.60310 -1.40524
H -6.70820 0.74276 -0.94647
H -5.54260 0.19834 0.26983
```

Its spin multiplicity is 1. The calculation puts the relative energy (zero: lowest compared OMol25 entry of this formula, charge and spin) at 63.6 kJ/mol. Its SMILES is CCN(CC)CCN1C(=O)C(=O)/C(=C(/O)c2c(C)[nH]c(C(=O)OC)c2C)[C@H]1c1ccccc1OC.

Atomic partial charges in e from the natural (NBO) method, atoms 1 to 6: C -0.62; H 0.20; H 0.21; H 0.21; C -0.21; N -0.46

Below is a molecular structure, C5H4O2 at a distorted geometry, with properties calculated with wB97M-V/def2-TZVPD.

XYZ file:
```
11
C5H4O2 (wB97M-V/def2-TZVPD)
C -0.88446 -0.12291 -0.41215
C 0.27861 -0.91613 0.31621
C 0.04306 0.98099 0.29073
C 1.26292 0.65258 -0.60850
C 1.39634 -0.61626 -0.46722
H 0.01602 -1.84712 0.64980
H -0.20164 2.04344 0.58196
H 1.83983 1.57990 -0.97775
H 2.19871 -1.35019 -0.89951
O -2.13896 -0.07715 -0.51226
O 0.08499 0.04019 1.25365
```

Its spin multiplicity is 1. The calculation puts the relative energy (zero: lowest compared OMol25 entry of this formula, charge and spin) at 411.7 kJ/mol.

Atomic partial charges in e from the natural (NBO) method, atoms 1 to 6: C 0.56; C -0.04; C -0.06; C -0.20; C -0.25; H 0.22

Below is 8 unconnected molecules or ions with the total composition C14H45NO13 at a distorted geometry, with properties calculated with wB97M-V/def2-TZVPD.

XYZ file:
```
73
C14H45NO13 (wB97M-V/def2-TZVPD)
C -1.27963 -20.95775 6.27790
C -0.59085 -20.39143 7.48322
C 0.47728 -21.39471 7.98260
O -0.00919 -22.59757 8.54915
C -0.50155 -22.56267 9.87308
N 0.06045 -19.08473 7.33423
H -1.80082 -21.87863 6.62058
H -0.58534 -21.19426 5.45942
H -2.04336 -20.28689 5.84818
H -1.35082 -20.29467 8.26063
H 1.03860 -20.89287 8.80578
H 1.14522 -21.78353 7.20667
H 0.26429 -22.26023 10.52885
H -0.80579 -23.59597 10.10942
H -1.47426 -21.93579 10.05704
H -0.63351 -18.36787 7.51394
H 0.39452 -19.01284 6.38048
O -0.81179 -16.13893 5.93658
H -0.02876 -16.29200 5.39362
H -0.51785 -15.35873 6.38399
O 1.38971 -16.21340 4.23739
H 2.23347 -16.27356 4.72238
H 1.70072 -15.84542 3.35254
C 0.31335 -13.54275 1.86959
C 0.96282 -12.95312 3.15610
O 0.19917 -13.35492 4.24138
O 0.41853 -14.94752 1.89370
H 0.87403 -13.10730 1.00489
H -0.72589 -13.23205 1.86547
H 0.96638 -11.89542 3.02388
H 2.02402 -13.30333 3.22916
H 0.40814 -14.25578 4.56187
H -0.46475 -15.32355 2.03781
C -2.02236 -13.53066 7.22183
C -2.48450 -12.97251 5.84571
O -1.68118 -11.88428 5.48702
O -0.65733 -13.67292 7.51154
H -2.41436 -14.50344 7.41643
H -2.48732 -12.85648 7.93992
H -3.45529 -12.48243 6.15894
H -2.75057 -13.70733 5.05599
H -0.87165 -12.32721 5.09813
H -0.19398 -12.86670 7.26019
C -0.29839 -19.73515 3.06989
C 1.13176 -19.99654 2.79160
O 1.29166 -20.16786 1.38273
O -1.07185 -20.74246 2.37930
H -0.63584 -18.82393 2.62316
H -0.36358 -19.68296 4.11825
H 1.43340 -20.90462 3.33035
H 1.75525 -19.18870 3.23758
H 2.23510 -20.28956 1.18619
H -0.61748 -20.94774 1.51926
C 3.17085 -14.43454 8.43671
C 2.38460 -15.29233 7.50824
O 3.23330 -15.87602 6.50704
O 4.19719 -15.21633 9.08306
H 2.44546 -13.92453 9.11431
H 3.66355 -13.68217 7.85476
H 1.59440 -14.67997 7.04480
H 1.93608 -16.19598 7.95689
H 3.89170 -16.46376 6.92395
H 4.71750 -14.56667 9.58840
C -3.20765 -17.38997 2.90211
C -4.08660 -17.35044 4.18373
O -3.38113 -17.80341 5.36909
O -2.15922 -16.48139 2.93167
H -3.73485 -17.24415 1.94726
H -2.81933 -18.40800 2.82698
H -5.03273 -17.98755 3.99701
H -4.41915 -16.32398 4.37584
H -2.88099 -17.08940 5.81633
H -1.45939 -16.61519 3.57465
```

Its spin multiplicity is 1. The calculation puts the relative energy (zero: lowest compared OMol25 entry of this formula, charge and spin) at 83.2 kJ/mol. Its SMILES is COC[C@H](C)N.OCCO.OCCO.OCCO.OCCO.OCCO.O.O.

Atomic partial charges in e from the Mulliken method, atoms 1 to 6: C -1.31; C 0.63; C -0.75; O -0.37; C -0.68; N -0.50

Below is C6H9FS in the gas phase at a distorted geometry, with properties calculated with wB97M-V/def2-TZVPD.

XYZ file:
```
17
C6H9FS (wB97M-V/def2-TZVPD)
C -0.10891 -1.90444 0.35583
C -0.39284 -0.39322 0.55700
C -1.08958 0.25944 -0.74513
C 0.10266 1.04583 -1.23702
C 0.58953 1.65005 -0.02180
C 1.00353 0.43688 0.82493
H 0.32503 -2.12119 -0.64907
H 0.59499 -2.37104 1.07980
H -1.08279 -2.38585 0.42433
H -1.94740 0.79930 -0.46224
H -1.39082 -0.48581 -1.47445
H 0.77782 0.35187 -1.81823
H -0.17634 2.13679 0.53427
H 1.21359 0.64146 1.90320
H 1.90198 -0.06028 0.50018
F -1.19950 -0.32970 1.63613
S 0.87904 2.72991 -1.40772
```

Its spin multiplicity is 1. The calculation puts the relative energy (zero: lowest compared OMol25 entry of this formula, charge and spin) at 260.1 kJ/mol. Its SMILES is CC1(F)C[C@H]2S[C@@H]2C1.

Atomic partial charges in e from the natural (NBO) method, atoms 1 to 6: C -0.65; C 0.39; C -0.45; C -0.29; C -0.36; C -0.44

Below is a gas-phase ion, C8H20NO2Si (charge +1) at a distorted geometry, with properties calculated with wB97M-V/def2-TZVPD.

XYZ file:
```
32
C8H20NO2Si (wB97M-V/def2-TZVPD)
C -2.88242 0.53192 1.44620
Si -1.49124 1.03068 0.25795
C -0.46845 2.43682 1.07442
C -2.21817 1.76085 -1.33320
O -0.37638 -0.25817 0.00809
C -0.88004 -1.29754 -0.82294
C 0.33669 -1.98749 -1.52160
C 1.68214 -1.63505 -0.86031
N 1.84315 -1.84540 0.61288
C 2.35163 -0.49508 1.08581
C 2.80203 0.35169 -0.16321
O 2.23268 -0.41130 -1.26517
H -3.26492 -0.47419 1.18502
H -3.71795 1.25336 1.44213
H -2.46884 0.52862 2.47521
H -0.69817 3.41894 0.63318
H 0.60436 2.21739 0.87620
H -0.60988 2.41421 2.16924
H -2.74509 2.69318 -1.05006
H -2.97138 1.10510 -1.81736
H -1.45798 2.02289 -2.09093
H -1.41678 -2.08663 -0.24981
H -1.61148 -0.94136 -1.57438
H 0.18953 -3.08216 -1.55184
H 0.40146 -1.60392 -2.55546
H 2.38289 -2.36511 -1.32382
H 2.52488 -2.52415 0.94025
H 0.95872 -1.91345 1.12285
H 3.23402 -0.60511 1.73736
H 1.58639 0.07382 1.63677
H 3.89441 0.38331 -0.28806
H 2.25417 1.30332 -0.23543
```

Its spin multiplicity is 1. The charge is +1. The calculation puts the relative energy (zero: lowest compared OMol25 entry of this formula, charge and spin) at 0.0 kJ/mol. Its SMILES is C[Si](C)(C)OCC[C@@H]1[NH2+]CCO1.

Atomic partial charges in e from the natural (NBO) method, atoms 1 to 6: C -1.14; Si 1.85; C -1.12; C -1.15; O -0.92; C -0.08

Number 1: frontier orbital gap 8.1 eV, HOMO energy -7.97 eV. Number 2: frontier orbital gap 10.5 eV, HOMO energy -9.70 eV. Number 3: frontier orbital gap 9.3 eV, HOMO energy -8.95 eV. Number 4: frontier orbital gap 9.8 eV, HOMO energy -8.90 eV. Number 5: frontier orbital gap 10.1 eV, HOMO energy -13.32 eV.